{
  "formula": "C45H42BClNO2PRuS",
  "method": "ωB97M-V/def2-TZVPD",
  "symbols": ["Ru", "C", "C", "C", "C", "C", "C", "C", "C", "S", "C", "N", "C", "C", "C", "C", "C", "C", "C", "C", "H", "H", "H", "H", "H", "H", "H", "H", "H", "H", "H", "H", "H", "H", "H", "H", "Cl", "C", "C", "C", "C", "C", "C", "P", "C", "C", "C", "C", "C", "C", "C", "C", "C", "C", "C", "C", "H", "H", "H", "H", "H", "H", "H", "H", "H", "H", "H", "H", "H", "H", "C", "C", "C", "C", "C", "C", "C", "C", "O", "B", "O", "C", "C", "H", "H", "H", "H", "H", "H", "H", "H", "H", "H", "H", "H"],
  "positions_angstrom": [[-0.332, 0.452, 0.731], [-2.078, -5.298, -2.718], [-0.830, -4.404, -2.650], [0.115, -4.760, -3.811], [-0.102, -4.675, -1.333], [-1.242, -2.942, -2.779], [-1.879, -2.510, -3.961], [-2.215, -1.192, -4.188], [-1.920, -0.266, -3.197], [-2.134, 1.463, -3.194], [-1.447, 1.539, -1.624], [-1.106, 0.372, -1.120], [-1.336, -0.672, -1.996], [-0.999, -2.009, -1.787], [-1.216, 2.730, -0.840], [-1.428, 4.018, -1.328], [-1.165, 5.106, -0.514], [-0.704, 4.911, 0.782], [-0.494, 3.626, 1.276], [-0.747, 2.533, 0.471], [-1.786, -6.344, -2.617], [-2.596, -5.189, -3.671], [-2.777, -5.055, -1.915], [0.419, -5.804, -3.727], [1.011, -4.138, -3.790], [-0.370, -4.633, -4.778], [0.188, -5.725, -1.289], [-0.743, -4.473, -0.471], [0.809, -4.077, -1.249], [-2.119, -3.232, -4.729], [-2.693, -0.890, -5.111], [-0.538, -2.283, -0.844], [-1.777, 4.158, -2.344], [-1.318, 6.109, -0.888], [-0.501, 5.765, 1.414], [-0.150, 3.509, 2.296], [0.682, 0.551, 2.795], [-0.334, -0.178, 4.022], [0.153, -0.241, 5.313], [-0.644, -0.809, 6.297], [-1.902, -1.302, 5.982], [-2.369, -1.238, 4.679], [-1.588, -0.665, 3.676], [-2.211, -0.456, 1.974], [-3.596, -1.634, 1.864], [-3.296, -2.981, 1.654], [-4.304, -3.929, 1.679], [-5.618, -3.540, 1.900], [-5.921, -2.200, 2.097], [-4.919, -1.242, 2.078], [-3.028, 1.168, 2.027], [-3.011, 1.991, 3.149], [-3.725, 3.178, 3.130], [-4.423, 3.560, 1.993], [-4.421, 2.751, 0.861], [-3.730, 1.556, 0.880], [1.138, 0.142, 5.545], [-0.270, -0.871, 7.310], [-2.524, -1.733, 6.754], [-3.349, -1.626, 4.434], [-2.270, -3.285, 1.482], [-4.068, -4.974, 1.530], [-6.407, -4.279, 1.918], [-6.942, -1.890, 2.274], [-5.178, -0.211, 2.254], [-2.456, 1.706, 4.033], [-3.745, 3.804, 4.013], [-4.980, 4.488, 1.990], [-4.960, 3.059, -0.025], [-3.745, 0.894, 0.020], [7.556, 3.454, -1.296], [7.161, 1.969, -1.418], [7.608, 1.439, -2.798], [7.892, 1.178, -0.334], [5.655, 1.832, -1.327], [4.846, 2.510, -2.280], [3.478, 2.370, -2.345], [2.904, 1.519, -1.415], [1.614, 1.153, -1.263], [1.580, 0.354, -0.107], [2.856, 0.153, 0.372], [3.682, 0.883, -0.429], [5.048, 1.025, -0.366], [8.641, 3.538, -1.347], [7.220, 3.861, -0.340], [7.134, 4.061, -2.097], [8.694, 1.494, -2.869], [7.186, 2.021, -3.617], [7.304, 0.398, -2.921], [8.966, 1.298, -0.467], [7.670, 0.111, -0.397], [7.639, 1.537, 0.665], [5.325, 3.160, -2.997], [2.885, 2.879, -3.092], [5.620, 0.514, 0.395]],
  "forces_ev_per_angstrom": [[-1.42, 2.37, -0.21], [0.08, 0.08, 0.00], [0.00, -0.10, 0.00], [-0.03, 0.03, 0.10], [-0.02, 0.02, -0.08], [-0.01, 0.03, 0.05], [-0.10, 0.16, -0.05], [-0.04, -0.14, -0.05], [0.10, 0.24, 0.28], [0.11, -0.12, 0.18], [-0.13, -0.43, -0.46], [-0.39, 0.49, -0.41], [-0.08, -0.30, -0.32], [0.00, 0.07, 0.12], [-0.06, 0.50, 0.16], [0.05, -0.46, -0.01], [0.05, 0.16, 0.21], [-0.08, 0.04, -0.20], [0.09, -0.22, 0.55], [0.52, -1.78, -0.64], [-0.01, 0.00, 0.00], [-0.04, -0.01, 0.01], [-0.03, -0.01, 0.00], [0.01, 0.00, -0.01], [0.00, -0.01, -0.02], [0.01, 0.00, -0.03], [0.00, 0.00, 0.01], [0.00, -0.01, 0.03], [0.00, -0.02, 0.03], [0.07, -0.03, -0.01], [0.02, -0.03, -0.01], [0.05, -0.06, -0.06], [0.00, 0.05, 0.01], [0.00, -0.01, 0.01], [0.01, -0.02, 0.02], [0.04, -0.05, -0.04], [0.74, 0.21, 0.75], [-0.45, -0.27, 0.31], [0.20, 0.14, -0.14], [-0.03, -0.03, -0.01], [-0.03, 0.01, 0.02], [-0.03, 0.01, -0.04], [0.27, -0.07, -0.37], [-0.18, 0.33, 1.06], [0.55, -0.21, -0.57], [0.11, 0.05, -0.03], [0.08, -0.09, -0.01], [-0.04, 0.06, 0.00], [0.02, 0.00, 0.02], [0.09, 0.08, 0.02], [0.24, -0.17, -0.51], [0.07, -0.04, 0.04], [0.05, 0.02, 0.12], [0.01, 0.02, -0.04], [0.00, 0.02, -0.03], [-0.03, -0.14, 0.06], [-0.01, -0.01, 0.01], [-0.01, 0.01, 0.00], [0.02, -0.03, -0.01], [-0.01, -0.03, 0.02], [-0.01, -0.07, 0.00], [0.02, 0.01, -0.02], [0.01, -0.01, 0.00], [0.00, -0.02, 0.00], [0.02, 0.12, -0.02], [-0.05, 0.01, 0.03], [0.02, 0.01, -0.02], [0.02, 0.00, 0.00], [-0.02, -0.04, 0.01], [-0.03, 0.08, -0.06], [-0.04, -0.22, 0.08], [0.29, 0.27, -0.28], [-0.03, -0.02, 0.24], [-0.09, 0.02, -0.03], [-0.50, 0.08, -0.17], [0.45, -0.20, 0.33], [-0.38, -0.16, 0.12], [1.57, -0.12, 0.52], [-1.28, -0.67, 0.66], [0.55, 0.36, -0.53], [-0.99, -0.56, 0.73], [-0.30, 0.82, -1.32], [0.22, -0.01, -0.02], [0.02, 0.06, 0.00], [0.03, 0.04, 0.00], [0.00, 0.00, 0.00], [0.02, -0.01, -0.04], [-0.01, 0.01, 0.00], [0.04, 0.00, -0.04], [0.02, 0.00, 0.01], [0.02, -0.01, 0.02], [0.01, -0.02, 0.02], [0.03, -0.03, -0.03], [0.00, 0.00, 0.00], [-0.01, -0.02, -0.02]],
  "lowdin_charge": [0.866, -0.032, -0.557, -0.031, -0.060, -0.148, 0.000, -0.043, -0.427, 1.201, -0.540, -0.088, -0.277, 0.038, -0.254, -0.010, -0.033, -0.039, -0.073, -0.135, 0.094, 0.084, 0.086, 0.095, 0.095, 0.083, 0.096, 0.071, 0.089, 0.121, 0.124, 0.096, 0.115, 0.123, 0.121, 0.104, 0.834, -0.578, -0.070, -0.028, -0.032, -0.046, -0.371, 1.078, -0.355, -0.089, -0.051, -0.038, -0.043, -0.070, -0.382, -0.062, -0.041, -0.030, -0.040, -0.118, 0.123, 0.127, 0.124, 0.116, 0.103, 0.118, 0.122, 0.121, 0.109, 0.113, 0.121, 0.122, 0.123, 0.117, -0.035, -0.560, -0.033, -0.062, -0.139, 0.000, 0.039, -0.188, 0.150, -0.515, 0.170, -0.167, 0.083, 0.092, 0.093, 0.079, 0.092, 0.080, 0.094, 0.093, 0.090, 0.091, 0.116, 0.129, 0.125],
  "de_lowest_kcal_mol": 0.00,
  "orbital_gap_ha": [0.1715, 0.1716],
  "total_energy_ev": -88825.0827,
  "charge": 2,
  "homo_energy_ha": [-0.4713, -0.4714]
}